w | 15
Properties=species:S:1:pos:R:3 method="wB97M-V/def2-TZVPD" homo_ha=-0.16432 total_charge=-1
O 0.21 -0.43 2.05
C 0.41 -1.32 1.20
O -0.07 -2.48 1.16
C 1.26 -0.96 0.00
C -0.58 0.54 -1.03
C -1.43 1.16 0.05
N 2.16 0.00 -0.37
H 1.17 -1.75 -0.72
H -1.05 -0.31 -1.53
H -0.32 1.28 -1.80
H -1.81 0.35 0.69
H -2.31 1.75 -0.37
H -0.80 1.83 0.65
H 2.78 0.18 0.45
H 0.39 0.16 -0.42

x | 15
Properties=species:S:1:pos:R:3 method="wB97M-V/def2-TZVPD" smiles="CN[C@H](C)C(=O)[O-]" homo_ha=-0.14570 total_charge=-1
C -1.67 0.58 0.55
N -0.30 0.49 1.07
C 0.70 -0.28 0.29
C 1.26 0.50 -0.92
C 0.24 -1.71 -0.15
O 0.88 -2.64 0.37
O -0.64 -1.78 -1.03
H -1.82 1.39 -0.16
H -1.92 -0.38 0.10
H -2.36 0.76 1.38
H 0.05 1.45 1.14
H 1.48 -0.47 1.02
H 1.25 -0.15 -1.79
H 2.24 0.89 -0.69
H 0.61 1.35 -1.18

Quick look at relative energies in eV: w 2.649; x 0.000.